# C15H38Cl2MnP2

A molecular structure, C15H38Cl2MnP2 (ωB97M-V/def2-TZVPD, OMol25).

**Electronic energy**: -91116.580 eV
**2S+1**: 5
**HOMO energy (alpha / beta)**: -3.611 / -1.663 eV
**Gap between HOMO and LUMO (alpha / beta)**: 6.6 / 4.7 eV
**Molar mass**: 406.261 g/mol
**LUMO (alpha / beta)**: 3.0 / 3.0 eV
**Charge**: -1

Last column: natural (NBO) charge in e.
Positions of all 58 atoms, in Å:
Mn  -0.206  0.231  -0.233  0.620
Cl  1.531  1.205  0.881  -0.755
Cl  0.736  -1.373  -1.468  -0.757
H  -1.116  -1.020  0.781  0.011
H  -1.350  -0.343  1.094  -0.067
P  -1.365  1.528  -1.640  0.836
C  -1.515  3.292  -1.062  -0.510
C  -0.988  1.733  -3.414  -0.557
C  -3.154  0.983  -1.645  -0.520
C  -0.291  3.908  -0.393  -0.611
H  -2.295  3.175  -0.287  0.220
C  -1.979  4.344  -2.104  -0.621
H  -1.155  4.607  -2.795  0.202
H  -2.205  5.252  -1.517  0.202
H  -2.874  4.068  -2.686  0.204
H  0.053  3.370  0.494  0.258
H  -0.572  4.938  -0.102  0.182
H  0.559  3.992  -1.090  0.202
H  -3.412  1.226  -0.601  0.227
C  -3.355  -0.520  -1.834  -0.606
C  -4.094  1.747  -2.591  -0.624
H  -4.353  2.753  -2.209  0.205
H  -5.019  1.156  -2.652  0.197
H  -3.696  1.841  -3.609  0.201
H  -2.874  -1.138  -1.065  0.228
H  -3.015  -0.873  -2.817  0.208
H  -4.442  -0.703  -1.784  0.188
C  0.420  2.296  -3.649  -0.609
H  -1.702  2.504  -3.731  0.200
C  -1.247  0.504  -4.296  -0.613
H  0.520  3.324  -3.260  0.202
H  0.589  2.304  -4.740  0.194
H  1.209  1.671  -3.200  0.237
H  -0.696  -0.389  -3.960  0.244
H  -0.882  0.760  -5.309  0.194
H  -2.325  0.264  -4.361  0.197
C  4.502  -1.973  1.927  -0.612
C  3.306  -2.926  1.938  -0.717
P  1.703  -2.139  2.453  0.849
C  0.731  -3.638  2.899  -0.724
C  1.308  -4.702  3.809  -0.607
C  2.248  -1.385  4.075  -0.720
C  3.054  -2.267  5.027  -0.618
H  4.406  -1.252  1.111  0.234
H  5.422  -2.559  1.768  0.193
H  4.617  -1.434  2.874  0.196
H  3.109  -3.272  0.907  0.238
H  3.522  -3.805  2.565  0.188
H  -0.224  -3.284  3.292  0.220
H  0.541  -4.087  1.909  0.228
H  1.319  -4.397  4.854  0.196
H  0.676  -5.589  3.738  0.195
H  2.312  -5.000  3.518  0.198
H  2.857  -0.517  3.760  0.237
H  1.352  -0.995  4.576  0.222
H  3.801  -2.883  4.508  0.201
H  3.592  -1.597  5.716  0.197
H  2.405  -2.913  5.629  0.196

Atoms 1-2, force components in eV/Å:
0.80 -0.45 0.54
0.58 0.45 0.57